ORCA calculation (the ωB97M-V functional and the def2-TZVPD basis) on 2 unconnected molecules or ions with the total composition C4H7ClN2 at a distorted geometry.

Last column: Mulliken charge in e.
Geometry (Å):
H: 1.6070 1.2698 -0.9497  0.146
N: 1.4610 0.3503 -0.6751  -0.637
C: 0.4496 -0.2956 -1.0130  0.275
C: -0.8343 0.2369 -1.5990  -1.161
H: 0.6245 -1.4327 -0.9311  0.348
H: -0.8312 0.2082 -2.6281  0.413
H: -1.0462 1.2130 -1.4505  0.389
H: -1.7485 -0.3550 -1.0899  0.214
N: 1.5854 0.1035 1.9523  -0.545
C: 0.4622 -0.2801 1.9762  0.495
C: -0.8193 -0.5750 1.6721  -0.575
Cl: -1.8553 0.8622 1.7313  -0.178
H: 2.1056 0.2119 1.1430  0.385
H: -1.1605 -1.5173 1.8614  0.430

The value obtained for the energy above the lowest of the compared OMol25 structures with the same formula, charge and spin is 3.980 eV. The molecular weight is 118.567 u. The LUMO energy comes out at 0.9 eV. The calculation puts the electronic energy at -726.19427 Eh.


ORCA calculation (the ωB97M-V functional and the def2-TZVPD basis) on C5H8O2 in the gas phase at a distorted geometry.

Last column: Mulliken charge in e.
Geometry (Å):
O: 2.3941 0.4640 0.2621  -0.520
C: 1.5557 -0.6834 0.3731  -0.565
C: 0.1419 -0.2496 0.7597  -0.307
C: -0.7084 0.9842 -0.1584  -0.462
C: -2.0712 0.2513 -0.3999  -0.583
C: -1.0149 -0.8234 -0.2756  0.481
O: -0.6810 -1.5784 -1.1586  -0.578
H: 3.1100 0.2438 -0.3474  0.309
H: 1.9986 -1.3911 1.1076  0.285
H: 1.4519 -1.2202 -0.5660  0.378
H: 0.2743 0.2426 1.7594  0.421
H: -0.7606 1.6286 0.6855  0.300
H: -0.2821 1.4088 -1.0677  0.319
H: -2.5955 0.3730 -1.3745  0.251
H: -2.8127 0.3497 0.4008  0.273

The value obtained for the energy above the lowest of the compared OMol25 structures with the same formula, charge and spin is 3.430 eV. The molecular weight is 100.117 u. The LUMO energy comes out at 0.9 eV. The calculation puts the electronic energy at -345.67891 Eh.


ORCA calculation (the ωB97M-V functional and the def2-TZVPD basis) on a molecular structure, C3H2Li2NiO3 at a distorted geometry.

Last column: Mulliken charge in e.
Geometry (Å):
C: 1.8884 -0.9640 0.4477  0.403
C: 0.6902 -0.3256 0.2273  -0.521
O: 2.9128 -1.4679 0.6684  -0.322
H: 0.5816 0.0372 -0.7907  0.346
H: 0.5276 0.5266 0.8802  0.291
Ni: 1.4195 -3.4239 2.3703  -0.025
Li: 3.4269 -2.9787 1.7004  0.589
O: -1.0429 -1.1711 0.4747  -0.437
C: -1.7281 -1.6531 -0.4281  0.266
O: -2.5153 -1.3794 -1.2333  -0.448
Li: -3.2352 -0.6433 0.5916  0.857

As for the charge: +1. The value obtained for the energy above the lowest of the compared OMol25 structures with the same formula, charge and spin is 4.615 eV. Its multiplicity is 4. The molecular weight is 158.621 u. The LUMO energy (spin up / spin down) comes out at -3.6 / -6.3 eV. The calculation puts the electronic energy at -1864.07759 Eh.